Record 1
The following is a quantum chemistry calculation of a cluster of 10 separate species, C6H29NO10 in total at a distorted geometry, from OMol25.

Calculated values
**2S+1**: 1
**ΔE to the lowest compared entry with this formula, charge and spin**: 91.7 kcal/mol
**Gap between HOMO and LUMO**: 0.336 Eh
**M**: 275.30 g mol⁻¹
**E_tot**: -1053.07633 hartree
**Structure (SMILES)**: C=CC[C@H](C=O)NC.O.O.O.O.O.O.O.O.O
**E_HOMO**: -9.0005 eV

The geometry in XYZ format:
```
46
C6H29NO10 the ωB97M-V functional and the def2-TZVPD basis
C 0.848 2.822 1.250
N 1.394 1.746 0.433
C 0.353 0.855 -0.098
C 0.869 -0.597 -0.180
C 0.391 -1.384 1.019
C -0.689 -2.133 0.874
C -0.051 1.469 -1.418
O -0.043 0.840 -2.446
H 0.304 2.354 2.073
H 1.604 3.461 1.700
H 0.103 3.398 0.690
H 2.049 1.988 -0.294
H -0.479 0.714 0.598
H 0.292 -1.053 -0.993
H 1.913 -0.680 -0.459
H 0.941 -1.240 1.942
H -1.232 -2.476 0.005
H -1.288 -2.498 1.712
H -0.322 2.536 -1.362
H -1.857 -4.086 -1.618
H -0.413 -4.019 -1.947
O -1.151 -4.639 -1.970
H 4.358 0.283 -1.713
H 4.002 1.847 -1.916
O 3.934 1.072 -1.378
H -0.984 0.050 -4.366
H -2.087 -0.876 -4.817
O -1.131 -0.838 -4.711
H -0.446 0.165 3.455
H -0.560 -1.215 3.910
O -1.039 -0.380 3.991
H 1.444 -1.875 -3.910
H 2.255 -0.671 -3.691
O 2.364 -1.585 -3.976
H 2.308 0.430 3.160
H 3.680 -0.349 3.383
O 2.735 -0.343 3.533
H -2.435 1.202 3.746
H -3.878 1.525 3.567
O -3.054 1.508 3.065
H -1.753 -0.915 -1.552
H -2.734 -0.396 -0.544
O -2.693 -0.938 -1.344
H -2.916 2.331 0.584
H -2.490 1.074 1.442
O -2.415 1.517 0.570
```

Charge distribution, natural (NBO) scheme, values in e:
1. C -0.40
2. N -0.64
3. C -0.18
4. C -0.44
5. C -0.19
6. C -0.40
7. C 0.46
8. O -0.57
9. H 0.18
10. H 0.21
11. H 0.17
12. H 0.38
13. H 0.26
14. H 0.20
15. H 0.23
16. H 0.21
17. H 0.20
18. H 0.19
19. H 0.12
20. H 0.47
21. H 0.46
22. O -0.93
23. H 0.49
24. H 0.48
25. O -0.97
26. H 0.48
27. H 0.47
28. O -0.95
29. H 0.46
30. H 0.49
31. O -0.95
32. H 0.48
33. H 0.47
34. O -0.94
35. H 0.48
36. H 0.48
37. O -0.96
38. H 0.50
39. H 0.48
40. O -0.96
41. H 0.47
42. H 0.48
43. O -0.95
44. H 0.48
45. H 0.51
46. O -1.00

=====

Record 2
The following is a quantum chemistry calculation of a structure of composition C13H17CoN3O5S at a distorted geometry, from OMol25.

Calculated values
**2S+1**: 2
**ΔE to the lowest compared entry with this formula, charge and spin**: 0.3 kcal/mol
**Gap between HOMO and LUMO (alpha / beta)**: 0.315 / 0.329 Eh
**M**: 386.29 g mol⁻¹
**E_tot**: -2827.10637 hartree
**E_HOMO (alpha / beta)**: -8.4863 / -8.5593 eV

The geometry in XYZ format:
```
40
C13H17CoN3O5S the ωB97M-V functional and the def2-TZVPD basis
Co 0.627 -0.239 -0.322
N 2.596 0.353 -0.707
C 2.645 1.798 -1.016
C 1.247 2.289 -1.366
O 1.097 3.207 -2.159
O 0.323 1.640 -0.752
H 3.100 0.130 0.141
H 2.989 -0.198 -1.459
H 3.319 2.034 -1.836
H 2.967 2.351 -0.135
O -2.349 -1.789 2.975
C -1.229 -2.072 3.661
C -1.367 -2.552 4.965
C -0.249 -2.839 5.720
C 1.035 -2.668 5.199
C 1.178 -2.205 3.908
C 0.060 -1.903 3.128
C 0.252 -1.379 1.764
O 1.408 -1.244 1.254
O -0.750 -1.023 1.055
H -2.080 -1.430 2.106
H -2.367 -2.680 5.360
H -0.374 -3.200 6.735
H 1.904 -2.892 5.804
H 2.157 -2.063 3.469
C -2.475 0.743 -1.670
N -1.596 0.957 -2.799
C -1.584 2.241 -3.505
C -0.436 2.077 -4.517
N 0.136 0.794 -4.106
C -0.532 0.224 -3.099
S -0.091 -1.264 -2.382
H -3.484 1.051 -1.945
H -2.138 1.327 -0.811
H -2.474 -0.312 -1.408
H -1.360 3.042 -2.799
H -2.552 2.424 -3.972
H 0.291 2.877 -4.405
H -0.785 2.034 -5.549
H 0.938 0.362 -4.525
```

Charge distribution, natural (NBO) scheme, values in e:
1. Co 1.26
2. N -0.81
3. C -0.35
4. C 0.78
5. O -0.68
6. O -0.83
7. H 0.40
8. H 0.40
9. H 0.21
10. H 0.22
11. O -0.68
12. C 0.45
13. C -0.31
14. C -0.16
15. C -0.27
16. C -0.12
17. C -0.31
18. C 0.78
19. O -0.76
20. O -0.76
21. H 0.51
22. H 0.23
23. H 0.21
24. H 0.22
25. H 0.23
26. C -0.42
27. N -0.39
28. C -0.22
29. C -0.23
30. N -0.58
31. C 0.38
32. S -0.35
33. H 0.20
34. H 0.23
35. H 0.24
36. H 0.24
37. H 0.20
38. H 0.24
39. H 0.19
40. H 0.42

=====

Record 3
The following is a quantum chemistry calculation of the ion C14H24N5O5 with charge +1 at a distorted geometry, from OMol25.

Calculated values
**2S+1**: 1
**Charge**: +1
**Gap between HOMO and LUMO**: 0.354 Eh
**M**: 342.38 g mol⁻¹
**E_tot**: -1197.69181 hartree
**Structure (SMILES)**: N[C@@H](CO)c1nnc([C@H](CCC(=O)O)NC(=O)C2CC[NH2+]CC2)o1
**E_HOMO**: -11.9152 eV

The geometry in XYZ format:
```
48
C14H24N5O5 the ωB97M-V functional and the def2-TZVPD basis
N 0.954 -0.279 4.682
H 1.304 -0.067 5.607
H 1.547 -0.977 4.245
C 0.833 0.911 3.875
C 0.310 0.528 2.535
N 0.076 1.301 1.523
N -0.248 0.500 0.486
C -0.193 -0.718 0.922
O 0.135 -0.768 2.217
C -0.401 -1.961 0.117
N -0.446 -1.575 -1.284
C -1.405 -0.760 -1.721
O -2.428 -0.541 -1.072
C -1.160 -0.089 -3.069
H -0.509 -0.728 -3.669
C -0.455 1.254 -2.817
H 0.503 1.093 -2.325
H -0.262 1.722 -3.782
C -1.311 2.163 -1.926
N -2.742 1.800 -2.066
H -3.336 2.523 -1.659
C -3.085 1.510 -3.471
H -4.169 1.485 -3.590
H -2.687 2.303 -4.107
C -2.480 0.150 -3.827
H -2.303 0.105 -4.901
H -3.182 -0.645 -3.574
H -2.863 0.864 -1.529
H -1.169 3.208 -2.206
H -1.020 2.025 -0.882
H 0.411 -1.666 -1.808
C 0.686 -3.006 0.394
H 0.605 -3.311 1.439
H 0.485 -3.878 -0.232
C 2.119 -2.521 0.138
C 2.566 -1.493 1.160
O 2.726 -1.729 2.332
O 2.743 -0.296 0.626
H 3.001 0.366 1.323
H 2.241 -2.094 -0.857
H 2.785 -3.381 0.234
H -1.380 -2.382 0.381
H 0.116 1.590 4.354
C 2.154 1.712 3.668
O 3.132 0.985 2.963
H 3.314 0.151 3.426
H 1.949 2.603 3.073
H 2.537 2.011 4.651
```

Charge distribution, natural (NBO) scheme, values in e:
1. N -0.83
2. H 0.38
3. H 0.38
4. C -0.14
5. C 0.49
6. N -0.31
7. N -0.34
8. C 0.47
9. O -0.39
10. C -0.10
11. N -0.58
12. C 0.74
13. O -0.66
14. C -0.31
15. H 0.24
16. C -0.42
17. H 0.25
18. H 0.23
19. C -0.25
20. N -0.55
21. H 0.43
22. C -0.23
23. H 0.24
24. H 0.22
25. C -0.42
26. H 0.24
27. H 0.24
28. H 0.47
29. H 0.22
30. H 0.27
31. H 0.41
32. C -0.40
33. H 0.25
34. H 0.23
35. C -0.52
36. C 0.81
37. O -0.64
38. O -0.70
39. H 0.53
40. H 0.21
41. H 0.26
42. H 0.25
43. H 0.23
44. C -0.06
45. O -0.74
46. H 0.50
47. H 0.20
48. H 0.18